# 1
Density functional theory data (ωB97M-V/def2-TZVPD) for C15H28N3Sn as an isolated structure in a non-equilibrium geometry.

Geometry as XYZ:
```
47
Properties=species:S:1:pos:R:3:lowdin_charge:R:1
Sn -0.36040 -0.05220 0.28011 1.480
C -2.70745 0.46171 1.01990 -0.388
C -2.83401 0.38354 -0.41088 -0.347
C -2.21795 1.54544 -0.96162 -0.331
C -1.71964 2.33793 0.09651 -0.330
C -2.01482 1.68327 1.32360 -0.356
C -1.92012 2.27018 2.68875 -0.027
C -1.21420 3.72825 -0.07392 -0.022
C -2.27251 1.99276 -2.38517 -0.021
C -3.68427 -0.56250 -1.19448 -0.032
C -3.46999 -0.31360 2.04562 -0.039
H -2.91154 2.57909 3.01986 0.099
H -1.27315 3.14150 2.69931 0.077
H -1.54667 1.53876 3.40373 0.083
H -2.06329 4.39604 -0.23146 0.101
H -0.56741 3.80275 -0.94482 0.085
H -0.66920 4.06874 0.80191 0.076
H -2.78596 2.95442 -2.43737 0.096
H -2.80600 1.27846 -3.00585 0.077
H -1.27315 2.13574 -2.79937 0.089
H -4.60448 -0.05980 -1.49685 0.100
H -3.94878 -1.44174 -0.61104 0.073
H -3.17191 -0.87653 -2.10334 0.085
H -4.34692 0.25988 2.35405 0.100
H -2.86491 -0.48217 2.93763 0.085
H -3.81484 -1.26922 1.66046 0.069
C 1.43627 -4.56415 3.59006 -0.042
N 1.78236 -3.76199 2.42660 -0.176
C 3.10708 -3.18274 2.49140 -0.054
C 0.80891 -3.15886 1.68278 -0.440
N 0.87027 -1.90129 1.30079 -0.041
N -0.24527 -3.92252 1.32330 -0.157
C -1.39270 -3.30937 0.71470 -0.073
C -0.08500 -5.33862 1.05906 -0.035
H 1.99706 -5.50016 3.59781 0.098
H 0.37327 -4.78370 3.61015 0.090
H 1.68748 -4.00741 4.49788 0.098
H 3.80078 -3.96294 2.80322 0.099
H 3.17084 -2.35832 3.20951 0.097
H 3.40473 -2.83843 1.50238 0.097
H 1.69503 -1.45064 1.68872 0.021
H -1.74002 -2.48692 1.34422 0.061
H -2.17910 -4.05635 0.63116 0.104
H -1.16581 -2.90982 -0.28859 0.082
H 0.91339 -5.66337 1.33259 0.088
H -0.21360 -5.53702 -0.00883 0.102
H -0.82370 -5.91334 1.61616 0.099
```

Output
net charge	+1
DFT total energy	-966.70712	hartree
frontier orbital gap	8.028	eV



# 2
Density functional theory data (ωB97M-V/def2-TZVPD) for C15H28NO13PS as an isolated structure in a non-equilibrium geometry.

Geometry as XYZ:
```
59
Properties=species:S:1:pos:R:3:lowdin_charge:R:1
C -0.72254 -1.77954 0.32310 0.008
C -0.09977 -2.54253 -0.85268 -0.460
O 0.66886 -3.38965 -0.62163 0.182
N -0.43979 -2.32568 -2.27853 0.071
C -1.74465 -2.97557 -2.51741 -0.426
C -1.72602 -4.15414 -3.52678 0.029
O -2.72817 -2.67383 -1.96567 0.195
C -0.41836 -0.94664 -2.67261 -0.433
P 1.09113 -0.00922 -1.94659 0.836
O 2.30409 -0.85546 -1.84432 -0.379
O -1.52751 -0.06373 -2.23987 -0.182
S -1.38649 1.27113 -3.20887 0.654
O -2.72103 1.61381 -3.57955 -0.210
O -0.86178 2.42080 -2.52343 -0.248
O -0.42356 0.69285 -4.42860 -0.123
C -0.49782 -0.73792 -4.22375 -0.476
O -1.77952 -0.99860 -4.79635 0.039
C 0.44618 -1.62211 -5.10623 -0.023
C 1.88963 -1.05598 -5.28173 -0.153
O 2.80729 -2.11634 -4.93914 -0.043
C 3.95605 -1.65872 -4.32603 -0.377
O 4.45726 -2.32743 -3.52240 0.133
H -1.34060 -2.42803 0.97197 0.104
H -1.35583 -0.92005 0.04379 0.072
H 0.09672 -1.39192 0.96153 0.101
H -0.66919 -4.45286 -3.68793 0.088
H -2.10014 -3.84559 -4.52120 0.084
H -2.25277 -5.02605 -3.11377 0.095
H 1.44072 1.10487 -2.76190 0.049
H 0.65349 0.55027 -0.71217 0.044
H -1.81750 -1.91382 -5.10707 0.088
H 0.01498 -1.69831 -6.12220 0.138
H 0.42030 -2.63454 -4.67060 0.123
H 2.05775 -0.12463 -4.70620 0.107
H 2.05723 -0.82598 -6.35499 0.134
H 4.40096 -0.67447 -4.59676 0.158
C 0.13607 -0.21430 6.76970 -0.112
O -0.41469 0.76557 5.91625 -0.205
C -0.95109 1.86846 6.63092 -0.203
C -0.99730 3.10617 5.75756 -0.178
O 0.26424 3.75531 5.62263 -0.129
C 1.23074 3.10522 4.80376 -0.179
C 0.92574 3.19200 3.32043 -0.199
O -0.07653 2.25155 2.96009 -0.207
C -0.78392 2.63699 1.80100 -0.110
H -0.63934 -0.64936 7.40902 0.088
H 0.56866 -0.99742 6.14875 0.088
H 0.93292 0.21566 7.38696 0.088
H -0.34992 2.07658 7.52395 0.127
H -1.97018 1.60228 6.94296 0.127
H -1.63917 3.84020 6.25158 0.127
H -1.44027 2.89943 4.78276 0.120
H 1.39060 2.07475 5.12400 0.120
H 2.16516 3.64319 4.98263 0.127
H 1.83083 2.95069 2.74746 0.127
H 0.60481 4.21057 3.07478 0.128
H -1.27563 3.60385 1.95254 0.091
H -1.55234 1.88873 1.60816 0.086
H -0.10900 2.68949 0.93867 0.080
```

Output
DFT total energy	-2360.59263	hartree
frontier orbital gap	9.282	eV



# 3
Density functional theory data (ωB97M-V/def2-TZVPD) for C15H29AlOS as an isolated structure in a non-equilibrium geometry.

Geometry as XYZ:
```
47
Properties=species:S:1:pos:R:3:lowdin_charge:R:1
C -3.80481 -0.39313 -0.76721 -0.094
H -4.75305 -0.54795 -1.32600 0.092
H -3.86246 0.67536 -0.48013 0.082
H -3.80916 -1.01234 0.13790 0.049
C -2.51482 -0.54196 -1.60421 -0.324
H -1.73359 0.13050 -1.20920 0.065
H -2.06826 -1.53232 -1.46319 0.062
C -2.67910 -0.31067 -3.12467 -0.102
H -1.94965 -0.93797 -3.67978 0.076
H -3.69160 -0.60177 -3.48999 0.089
H -2.57716 0.73802 -3.46164 0.075
C 2.33426 0.76841 0.76397 -0.218
C 1.96222 0.78183 -0.70840 -0.251
C 0.97431 1.82170 -0.87064 -0.178
C 0.54388 2.23773 0.38273 -0.161
C 1.22175 1.45664 1.39505 -0.247
C 1.06185 1.70068 2.85876 0.006
C -0.26838 3.46473 0.63794 0.011
C 0.51120 2.37911 -2.15833 0.014
C 2.54481 -0.04582 -1.79823 -0.022
C 3.27671 -0.18895 1.46335 0.000
Al 1.01326 -0.49337 0.47371 0.746
H -0.74652 3.48879 1.62163 0.087
H 0.33084 4.38463 0.58733 0.122
H -1.06060 3.62154 -0.10150 0.094
H 0.19621 2.35956 3.01865 0.092
H 0.86578 0.76580 3.40055 0.087
H 1.94633 2.19605 3.28894 0.121
H 3.45261 -1.10521 0.87405 0.094
H 4.29657 0.16788 1.66588 0.130
H 2.89249 -0.45217 2.46148 0.109
H 1.85855 -0.03827 -2.66188 0.103
H 3.51664 0.36290 -2.11580 0.121
H 2.67476 -1.09995 -1.48405 0.087
H -0.54935 2.64408 -2.14557 0.096
H 1.03716 3.30218 -2.40821 0.121
H 0.70026 1.70316 -2.98745 0.087
C 1.07426 -3.48886 1.51046 -0.175
S -0.17544 -2.17719 1.69391 0.842
C -1.66603 -3.08785 1.14319 -0.143
O -0.43013 -1.92277 3.13691 -0.365
H 1.06618 -3.89775 0.49613 0.090
H 0.91550 -4.31028 2.21503 0.104
H 2.07480 -3.09141 1.69246 0.062
H -2.56211 -2.52683 1.44639 0.079
H -1.73081 -3.26279 0.05901 0.077
H -1.71016 -4.08373 1.62069 0.105
```

Output
net charge	+2
DFT total energy	-1304.06892	hartree
frontier orbital gap (alpha / beta)	6.247 / 6.247	eV



# 4
Density functional theory data (ωB97M-V/def2-TZVPD) for C15H29Br14Cl3 as an isolated structure in a non-equilibrium geometry.

Geometry as XYZ:
```
61
Properties=species:S:1:pos:R:3:lowdin_charge:R:1
Br 3.71632 1.90004 -0.70203 0.805
C 3.57196 1.10931 -2.44171 -0.660
C 2.17643 0.56886 -2.72026 -1.012
Br 2.36340 -0.21177 -4.49823 0.710
H 4.20747 0.22437 -2.40827 0.034
H 3.94915 1.78240 -3.21162 0.052
H 1.34628 1.27523 -2.72064 -0.046
H 1.90549 -0.17298 -1.96902 -0.319
Br 1.28018 -0.79809 1.94960 0.818
C 2.51422 0.72889 1.42100 -0.649
C 1.69721 1.93041 1.85039 -0.647
Br 2.63618 3.66076 1.29991 0.548
H 2.60694 0.66612 0.33677 -0.197
H 3.43933 0.75378 1.99689 0.084
H 1.48348 1.93859 2.91920 -0.080
H 0.78051 1.91224 1.26096 0.027
Br -0.61367 1.19527 -3.86903 0.689
C -1.85297 1.76197 -2.39260 -0.625
C -3.16064 2.35021 -2.90970 -0.575
Br -4.14250 3.09993 -1.36041 0.794
H -1.34192 2.48949 -1.76201 0.069
H -1.96962 0.90129 -1.73402 -0.040
H -3.76464 1.64899 -3.48552 0.071
H -2.80031 3.20948 -3.47531 0.051
Br 2.15320 -1.16260 -0.42875 0.791
C 3.38979 -2.51025 -1.16148 -0.465
C 3.69542 -3.32971 0.15918 -0.762
Br 4.94927 -4.77421 -0.11856 0.634
H 4.28451 -2.08450 -1.61572 0.061
H 3.03179 -3.11343 -1.99581 0.056
H 2.78869 -3.84613 0.47423 -0.076
H 4.10697 -2.67290 0.92554 0.050
Br 1.23796 1.23896 5.07647 0.677
C -0.68556 1.57932 4.66748 -0.586
C -1.01315 1.18132 3.19754 -0.768
Br -2.98767 1.09391 3.10213 0.705
H -0.93207 2.64089 4.68774 0.060
H -1.30844 1.05139 5.38957 0.046
H -0.55487 0.23154 2.92187 -0.236
H -0.59692 1.89440 2.48594 0.053
Br -3.83401 -0.66366 -0.74820 0.817
C -3.60047 0.84793 0.45260 -0.829
C -4.99451 1.38808 0.93754 -0.666
Br -4.70289 2.96443 2.14579 0.538
H -2.96106 1.52119 -0.11834 -0.032
H -3.17658 0.35534 1.32769 -0.196
H -5.55316 0.59490 1.43440 0.065
H -5.64107 1.79450 0.15980 -0.015
Br -1.45557 -0.67924 1.92646 0.801
C -1.07304 -0.25261 0.00591 -0.531
C -0.00948 -1.24929 -0.46255 -0.735
Br 0.66460 -0.93345 -2.33782 0.738
H -0.73402 0.78015 0.08696 0.072
H -1.96619 -0.30207 -0.61692 -0.151
H -0.40237 -2.26439 -0.40513 0.013
H 0.75938 -1.24770 0.31006 -0.299
C -0.63030 -4.69851 -0.60494 -1.579
Cl -0.93790 -5.55752 -2.14661 0.528
Cl 1.07751 -4.44134 -0.52976 0.695
Cl -1.20306 -5.51448 0.76513 0.625
H -1.21300 -3.78503 -0.72381 -0.002
```

Output
DFT total energy	-38004.70666	hartree
frontier orbital gap	7.335	eV